[1]
ORCA calculation (ωB97M-V with the def2-TZVPD basis set) on a molecular structure, C35H23MnN9O4 in a non-equilibrium geometry.

```
! RIJCOSX wB97M-V def2-TZVPD def2/J DEFGRID3
* xyz -1 5
Mn 0.100 -0.159 -0.308
C 3.466 5.443 1.079
C 3.553 4.907 2.373
C 2.972 3.690 2.688
C 2.317 3.013 1.668
C 1.555 1.764 1.649
N 1.121 1.530 0.367
C 1.447 2.594 -0.400
N 1.147 2.821 -1.670
C 0.281 2.061 -2.301
C 0.045 2.202 -3.737
C 0.655 2.990 -4.704
C 0.235 2.825 -6.012
C -0.763 1.895 -6.343
C -1.364 1.111 -5.375
C -0.941 1.286 -4.064
C -1.304 0.605 -2.825
N -2.263 -0.277 -2.776
C -2.553 -0.916 -1.643
N -1.804 -0.988 -0.519
C -2.536 -1.617 0.452
N -2.254 -1.814 1.725
C -1.276 -1.179 2.342
N -0.528 -0.154 1.870
C 0.389 0.151 2.814
N 1.331 1.081 2.749
C 0.209 -0.688 3.997
C 0.872 -0.762 5.215
C 0.430 -1.706 6.126
C -0.643 -2.557 5.826
C -1.298 -2.484 4.609
C -0.856 -1.531 3.700
C -3.793 -2.074 -0.131
C -4.877 -2.758 0.408
C -5.959 -2.993 -0.420
C -5.970 -2.542 -1.752
C -4.898 -1.848 -2.280
C -3.804 -1.628 -1.448
N -0.545 1.106 -1.790
C 2.231 3.544 0.389
C 2.797 4.771 0.070
H 3.928 6.400 0.870
H 4.082 5.462 3.138
H 3.022 3.274 3.685
H 1.436 3.687 -4.435
H 0.692 3.410 -6.800
H -1.052 1.781 -7.380
H -2.120 0.378 -5.619
H 1.705 -0.106 5.431
H 0.922 -1.796 7.086
H -0.957 -3.288 6.561
H -2.120 -3.142 4.363
H -4.862 -3.092 1.437
H -6.819 -3.529 -0.038
H -6.837 -2.740 -2.369
H -4.897 -1.489 -3.300
H 2.714 5.175 -0.930
C 1.925 -3.667 0.844
C 2.133 -2.313 0.183
C 3.344 -1.583 0.748
O 0.970 -1.567 0.418
H 2.800 -4.307 0.708
H 1.056 -4.168 0.418
H 1.753 -3.533 1.915
H 2.281 -2.472 -0.893
H 3.262 -1.508 1.836
H 3.400 -0.580 0.328
H 4.269 -2.112 0.504
O 2.464 -1.181 -3.548
N 1.780 -0.829 -2.599
O 2.154 0.067 -1.803
O 0.651 -1.343 -2.379
*
```

The HOMO-LUMO gap (spin up / spin down) comes out at 4.8 / 4.7 eV. Its energy above the lowest of the compared OMol25 structures with the same formula, charge and spin is 0.0 kcal per mole. The lowest unoccupied orbital energy (spin up / spin down) comes out at 1.084 / 1.021 eV. As for the total energy: -3292.45481 Eh. Its expectation value of S² is 6.1592. Its HOMO energy (spin up / spin down) is -3.736 / -3.653 eV.

For reference, the Löwdin charges in units of e are: 0.99, -0.09, -0.09, -0.02, -0.10, -0.25, 0.10, -0.26, 0.21, -0.28, -0.10, -0.01, -0.09, -0.08, -0.01, -0.10, -0.28, 0.21, -0.26, 0.11, -0.25, 0.21, -0.28, 0.11, -0.28, 0.21, -0.10, -0.02, -0.10, -0.09, -0.02, -0.10, -0.11, -0.02, -0.09, -0.09, -0.02, -0.11, 0.08, -0.10, -0.02, 0.09, 0.09, 0.11, 0.11, 0.09, 0.09, 0.11, 0.11, 0.09, 0.09, 0.11, 0.11, 0.09, 0.09, 0.11, 0.11, -0.05, -0.52, -0.05, -0.29, 0.07, 0.08, 0.08, 0.12, 0.08, 0.06, 0.08, 0.02, -0.56, -0.06, -0.06

[2]
ORCA calculation (ωB97M-V with the def2-TZVPD basis set) on a molecular structure, C2H4INO2S in a non-equilibrium geometry.

```
! RIJCOSX wB97M-V def2-TZVPD def2/J DEFGRID3
* xyz 0 1
C -0.115 0.067 0.954
C 0.076 0.321 -0.537
N 0.666 -0.679 -1.280
O -0.296 0.871 1.781
O -0.002 -1.219 1.404
S 0.311 1.959 -1.065
I -2.741 -0.207 -0.512
H 0.696 -1.198 2.090
H 0.122 -0.798 -2.191
H 0.753 -1.581 -0.843
H 0.530 2.464 0.198
*
```

The HOMO-LUMO gap (spin up / spin down) comes out at 6.9 / 6.9 eV. Its energy above the lowest of the compared OMol25 structures with the same formula, charge and spin is 22.8 kcal per mole. The lowest unoccupied orbital energy (spin up / spin down) comes out at -1.863 / -1.865 eV. As for the total energy: -979.68777 Eh. Its HOMO energy (spin up / spin down) is -8.732 / -8.730 eV.

For reference, the natural (NBO) charges in units of e are: 0.71, 0.04, -0.79, -0.54, -0.72, 0.14, -0.35, 0.50, 0.41, 0.41, 0.19

[3]
ORCA calculation (ωB97M-V with the def2-TZVPD basis set) on a molecular structure, C15H17KN4P.

```
! RIJCOSX wB97M-V def2-TZVPD def2/J DEFGRID3
* xyz 1 1
K 3.320 0.843 0.872
N -0.262 -0.047 10.112
C -0.005 -0.024 8.993
C 0.317 0.007 7.589
C -0.556 -0.552 6.660
C -0.242 -0.515 5.315
C 0.946 0.079 4.868
C 1.810 0.633 5.816
C 1.503 0.600 7.163
C 1.232 0.112 3.462
C 1.354 0.098 2.241
H -1.475 -1.011 6.996
H -0.916 -0.945 4.588
H 2.730 1.097 5.486
H 2.175 1.032 7.892
C -0.837 -1.236 -4.933
N -1.227 -1.200 -3.445
C -2.029 0.091 -3.197
N -1.288 1.228 -3.604
C -0.929 1.126 -5.016
N -0.127 -0.064 -5.296
C 1.207 0.009 -4.685
P 1.163 0.141 -2.835
C -0.012 -1.268 -2.558
C -0.121 1.479 -2.749
H -1.775 -1.312 -5.483
H -0.242 -2.137 -5.079
H -1.830 -1.999 -3.247
H -2.262 0.114 -2.133
H -2.943 -0.012 -3.781
H -0.366 2.010 -5.307
H -1.843 1.083 -5.610
H 1.731 0.876 -5.091
H 1.785 -0.871 -4.976
H -0.356 -1.268 -1.522
H 0.485 -2.219 -2.749
H 0.335 2.426 -3.046
H -0.451 1.599 -1.715
*
```

The HOMO-LUMO gap comes out at 6.4 eV. Its energy above the lowest of the compared OMol25 structures with the same formula, charge and spin is 0.0 kcal per mole. The lowest unoccupied orbital energy comes out at -3.116 eV. As for the total energy: -1741.75372 Eh. Its HOMO energy is -9.473 eV.

For reference, the natural (NBO) charges in units of e are: 0.95, -0.31, 0.28, -0.19, -0.16, -0.19, -0.08, -0.19, -0.16, -0.30, -0.56, 0.23, 0.22, 0.21, 0.23, -0.05, -0.39, -0.05, -0.43, -0.07, -0.43, -0.53, 0.76, -0.54, -0.53, 0.23, 0.23, 0.43, 0.23, 0.22, 0.23, 0.22, 0.25, 0.24, 0.26, 0.25, 0.25, 0.25

[4]
ORCA calculation (ωB97M-V with the def2-TZVPD basis set) on a molecular structure, C25H33GaGe2N2O.

```
! RIJCOSX wB97M-V def2-TZVPD def2/J DEFGRID3
* xyz 2 1
Ga 0.253 -0.010 -1.367
O 1.536 -0.996 -2.135
C 1.535 -1.543 -3.374
C 2.661 -2.286 -3.728
C 2.745 -2.875 -4.970
C 1.708 -2.740 -5.893
C 0.596 -2.011 -5.557
C 0.480 -1.396 -4.296
C -0.711 -0.638 -3.981
N -0.988 -0.005 -2.820
C -2.241 0.589 -2.947
C -2.713 0.319 -4.179
N -1.750 -0.443 -4.806
H 3.456 -2.380 -3.002
H 3.625 -3.447 -5.230
H 1.779 -3.204 -6.866
H -0.196 -1.922 -6.289
H -2.690 1.160 -2.154
H -3.631 0.595 -4.667
H -1.816 -0.799 -5.744
C -0.156 4.705 -0.143
C -0.192 3.365 -0.896
Ge 0.866 2.051 0.105
C 2.800 2.007 -0.198
C 3.474 3.039 0.721
C 0.320 1.820 1.939
C -0.224 0.696 2.425
Ge -0.516 -0.794 1.198
C 0.777 -2.254 1.099
C 0.665 -3.228 2.283
C -2.285 -1.102 0.398
C -3.280 -1.828 1.321
C -0.595 0.444 3.833
C -0.460 1.409 4.835
C -0.811 1.114 6.139
C -1.293 -0.148 6.470
C -1.419 -1.121 5.491
C -1.068 -0.815 4.184
H -0.740 5.452 -0.680
H 0.858 5.095 -0.053
H -0.580 4.616 0.857
H 0.221 3.471 -1.901
H -1.222 3.017 -0.994
H 3.001 2.223 -1.249
H 3.177 1.005 0.009
H 3.138 4.055 0.513
H 4.553 3.021 0.570
H 3.287 2.823 1.773
H 0.506 2.652 2.610
H 1.779 -1.821 1.057
H 0.610 -2.781 0.156
H 0.886 -2.737 3.231
H 1.380 -4.038 2.150
H -0.326 -3.679 2.351
H -2.135 -1.698 -0.508
H -2.699 -0.138 0.095
H -2.899 -2.795 1.652
H -4.205 -2.014 0.778
H -3.522 -1.231 2.197
H -0.083 2.395 4.605
H -0.706 1.868 6.906
H -1.563 -0.372 7.493
H -1.783 -2.108 5.740
H -1.170 -1.613 3.445
*
```

The HOMO-LUMO gap comes out at 6.4 eV. The lowest unoccupied orbital energy comes out at -7.685 eV. As for the total energy: -7235.28461 Eh. Its HOMO energy is -14.041 eV.

For reference, the natural (NBO) charges in units of e are: 1.40, -0.89, 0.34, -0.24, -0.13, -0.21, -0.15, -0.17, 0.44, -0.73, -0.08, -0.03, -0.48, 0.24, 0.24, 0.24, 0.21, 0.24, 0.26, 0.45, -0.62, -0.82, 1.32, -0.82, -0.62, -0.71, -0.31, 1.52, -0.86, -0.61, -0.86, -0.61, -0.07, -0.19, -0.18, -0.16, -0.19, -0.22, 0.25, 0.22, 0.22, 0.24, 0.23, 0.25, 0.25, 0.22, 0.25, 0.22, 0.25, 0.26, 0.25, 0.23, 0.25, 0.21, 0.24, 0.24, 0.22, 0.25, 0.23, 0.21, 0.24, 0.24, 0.23, 0.19

[5]
ORCA calculation (ωB97M-V with the def2-TZVPD basis set) on a molecular structure, C9H15GaNO2SbSe4.

```
! RIJCOSX wB97M-V def2-TZVPD def2/J DEFGRID3
* xyz 0 1
Ga -0.261 0.362 -0.311
O -1.219 -1.745 0.748
C -0.658 -2.265 1.959
C -1.167 -1.525 3.181
C -0.989 -0.001 3.096
C 0.443 0.414 2.905
C 1.238 0.787 3.980
C 2.551 1.166 3.758
C 3.044 1.166 2.464
C 2.199 0.781 1.443
N 0.931 0.404 1.657
H -2.173 -1.892 0.733
H 0.418 -2.139 1.850
H -0.871 -3.333 2.044
H -0.637 -1.915 4.055
H -2.231 -1.735 3.325
H -1.378 0.450 4.009
H -1.573 0.394 2.262
H 0.817 0.789 4.976
H 3.178 1.472 4.586
H 4.055 1.475 2.241
H 2.521 0.806 0.410
Se 1.698 5.263 -3.600
Sb 2.568 4.064 -1.755
Se 0.535 2.249 -1.292
Se 4.479 2.643 -1.906
Se 2.625 5.314 0.389
C 2.496 -1.607 -1.323
O 1.169 -1.394 -0.816
H 2.475 -1.801 -2.394
H 2.972 -2.435 -0.798
H 3.058 -0.694 -1.148
H 0.608 -2.151 -1.014
*
```

The HOMO-LUMO gap (spin up / spin down) comes out at 5.2 / 5.1 eV. Its energy above the lowest of the compared OMol25 structures with the same formula, charge and spin is 95.5 kcal per mole. The lowest unoccupied orbital energy (spin up / spin down) comes out at -2.070 / -2.010 eV. As for the total energy: -12327.90494 Eh. Its HOMO energy (spin up / spin down) is -7.263 / -7.136 eV.

For reference, the natural (NBO) charges in units of e are: 0.96, -0.74, -0.08, -0.42, -0.44, 0.24, -0.25, -0.13, -0.25, 0.07, -0.55, 0.49, 0.20, 0.18, 0.22, 0.21, 0.23, 0.23, 0.22, 0.23, 0.24, 0.24, -0.53, 1.00, -0.84, -0.65, -0.19, -0.25, -0.76, 0.19, 0.18, 0.21, 0.50

[6]
ORCA calculation (ωB97M-V with the def2-TZVPD basis set) on 3 unconnected molecules or ions with the total composition C44H83N10O4P2SSi in a non-equilibrium geometry.

```
! RIJCOSX wB97M-V def2-TZVPD def2/J DEFGRID3
* xyz 1 1
C -7.393 0.932 -1.058
C -6.326 1.527 -1.635
C -5.388 0.786 -2.648
C -6.367 0.266 -3.689
C -7.428 1.012 -4.197
C -8.243 0.471 -5.144
N -8.224 -0.739 -5.678
C -7.210 -1.403 -5.171
C -6.279 -1.000 -4.251
C -4.714 -0.329 -1.717
C -3.417 0.445 -1.347
C -2.362 -0.186 -0.399
C -2.510 0.552 0.941
C -1.981 1.811 1.012
C -2.129 2.539 2.171
C -2.814 1.978 3.213
C -3.311 0.715 3.134
C -3.179 -0.029 1.986
N -3.024 0.974 -2.687
C -1.674 1.566 -2.922
C -0.675 0.440 -3.415
O 0.578 0.589 -2.808
Si 1.767 1.000 -3.981
C 2.328 -0.635 -4.768
C 3.308 1.744 -3.189
C 1.179 2.265 -5.268
C -4.234 1.759 -3.087
C -4.139 2.305 -4.497
C -4.124 3.858 -4.589
C -3.277 4.610 -3.512
C -1.996 5.334 -3.975
C -1.629 6.344 -2.818
C -0.177 6.254 -2.321
C 0.047 5.047 -1.374
S 0.794 5.615 0.225
C 0.536 4.288 1.365
N 0.901 3.098 1.280
N 0.500 2.390 2.371
C -0.113 3.245 3.078
O -0.161 4.440 2.536
H -7.222 0.075 -0.398
H -8.414 1.291 -1.196
H -6.131 2.566 -1.326
H -7.604 2.022 -3.841
H -9.035 1.121 -5.525
H -7.105 -2.424 -5.548
H -5.479 -1.674 -3.963
H -4.455 -1.230 -2.295
H -5.219 -0.559 -0.780
H -3.794 1.303 -0.772
H -2.625 -1.244 -0.253
H -1.333 -0.168 -0.776
H -1.453 2.293 0.192
H -1.733 3.548 2.221
H -2.942 2.578 4.110
H -3.861 0.267 3.956
H -3.585 -1.029 1.874
H -2.996 0.155 -3.306
H -1.230 1.993 -2.015
H -1.655 2.361 -3.670
H -1.102 -0.535 -3.110
H -0.603 0.496 -4.514
H 1.431 -1.167 -5.113
H 3.033 -0.410 -5.573
H 2.786 -1.221 -3.960
H 3.997 1.963 -4.021
H 3.771 1.046 -2.488
H 3.094 2.706 -2.721
H 1.120 1.752 -6.241
H 1.950 3.037 -5.373
H 0.187 2.696 -5.078
H -4.375 2.584 -2.380
H -3.196 1.937 -4.940
H -4.921 1.954 -5.182
H -5.149 4.246 -4.558
H -3.710 4.087 -5.580
H -3.942 5.393 -3.114
H -2.977 4.001 -2.650
H -2.115 5.867 -4.921
H -1.204 4.569 -4.000
H -2.244 6.080 -1.941
H -1.921 7.363 -3.092
H 0.009 7.161 -1.719
H 0.552 6.289 -3.138
H 0.761 4.362 -1.844
H -0.872 4.503 -1.124
H -0.586 2.997 4.018
O 4.329 -1.960 5.158
P 4.564 -0.592 4.536
N 6.111 -1.008 3.912
C 7.340 -0.255 3.954
C 6.049 -1.806 2.695
N 4.603 0.256 6.063
C 5.764 0.153 6.937
C 3.393 0.029 6.853
N 4.616 0.977 3.665
C 5.141 2.202 4.232
C 3.311 1.268 3.044
H 7.372 0.552 3.204
H 8.189 -0.915 3.759
H 7.538 0.171 4.935
H 5.885 -1.173 1.809
H 5.233 -2.532 2.745
H 6.967 -2.380 2.551
H 6.123 -0.878 7.040
H 5.538 0.537 7.933
H 6.586 0.776 6.577
H 3.413 -0.936 7.371
H 2.506 0.048 6.213
H 3.273 0.821 7.596
H 4.508 2.614 5.024
H 5.216 2.952 3.438
H 6.149 2.079 4.623
H 2.556 1.532 3.794
H 2.950 0.388 2.499
H 3.386 2.082 2.320
O 3.169 -4.449 0.677
P 2.102 -5.356 1.268
N 2.327 -4.859 2.892
C 2.409 -5.665 4.086
C 1.719 -3.574 3.195
N 2.932 -6.833 0.846
C 4.082 -7.283 1.621
C 3.265 -6.896 -0.577
N 0.646 -6.318 1.695
C 0.685 -7.719 2.063
C -0.420 -6.124 0.696
H 1.424 -6.008 4.439
H 2.864 -5.087 4.894
H 3.057 -6.530 3.964
H 0.640 -3.675 3.397
H 1.840 -2.881 2.357
H 2.196 -3.105 4.058
H 4.788 -6.471 1.835
H 4.620 -8.074 1.097
H 3.771 -7.733 2.565
H 4.157 -6.308 -0.819
H 2.438 -6.515 -1.184
H 3.437 -7.931 -0.880
H 0.927 -8.377 1.222
H -0.300 -8.010 2.443
H 1.387 -7.916 2.870
H -0.182 -6.622 -0.253
H -0.556 -5.056 0.493
H -1.376 -6.505 1.061
*
```

The HOMO-LUMO gap comes out at 6.2 eV. The lowest unoccupied orbital energy comes out at -2.839 eV. As for the total energy: -3944.67090 Eh. Its HOMO energy is -9.018 eV.

Results of the Löwdin charge analysis, in e, for atoms 1 through 99: 0.04, -0.13, -0.26, -0.18, -0.04, -0.15, 0.11, -0.15, -0.02, -0.02, -0.21, -0.04, -0.23, -0.04, -0.11, -0.08, -0.06, -0.03, -0.01, -0.06, -0.26, -0.20, 0.48, -0.15, -0.16, -0.14, -0.18, -0.11, -0.14, -0.22, -0.17, -0.19, -0.26, -0.44, 1.00, -0.66, 0.07, 0.09, -0.28, 0.03, 0.08, 0.08, 0.12, 0.12, 0.12, 0.12, 0.10, 0.12, 0.12, 0.15, 0.12, 0.12, 0.10, 0.10, 0.12, 0.12, 0.12, 0.18, 0.12, 0.10, 0.13, 0.11, 0.03, 0.04, 0.04, 0.05, 0.04, 0.02, 0.04, 0.04, 0.01, 0.13, 0.12, 0.12, 0.11, 0.12, 0.12, 0.09, 0.12, 0.09, 0.10, 0.12, 0.09, 0.12, 0.07, 0.06, 0.16, -0.28, 0.78, -0.34, -0.14, -0.13, -0.34, -0.13, -0.15, -0.30, -0.14, -0.17, 0.08

What is the formula in the first record? C35H23MnN9O4